Record 1
{"formula": "C15H60O15", "method": "wB97M-V/def2-TZVPD", "homo_energy_ev": -9.5, "e_above_lowest_kcal_mol": 168.0, "elements": ["C", "O", "H", "H", "H", "H", "C", "O", "H", "H", "H", "H", "C", "O", "H", "H", "H", "H", "C", "O", "H", "H", "H", "H", "C", "O", "H", "H", "H", "H", "C", "O", "H", "H", "H", "H", "C", "O", "H", "H", "H", "H", "C", "O", "H", "H", "H", "H", "C", "O", "H", "H", "H", "H", "C", "O", "H", "H", "H", "H", "C", "O", "H", "H", "H", "H", "C", "O", "H", "H", "H", "H", "C", "O", "H", "H", "H", "H", "C", "O", "H", "H", "H", "H", "C", "O", "H", "H", "H", "H"], "coordinates": [[12.3331, -6.2693, -5.2391], [12.2336, -5.3706, -6.2593], [12.6604, -5.8519, -4.2869], [11.4220, -6.7592, -4.8954], [13.0942, -7.0152, -5.4682], [11.7822, -4.6043, -5.8980], [11.9418, -6.1570, -9.5145], [12.7527, -5.2229, -8.8361], [12.0311, -6.0438, -10.5950], [12.2324, -7.1418, -9.1487], [10.8981, -6.0574, -9.2166], [12.5776, -5.3562, -7.9017], [12.5158, -2.2497, -4.8961], [11.3230, -2.7860, -5.3088], [13.1487, -3.0941, -4.6230], [12.9913, -1.7040, -5.7111], [12.3572, -1.5709, -4.0582], [10.7550, -2.0388, -5.5106], [8.8944, -5.4017, -6.7403], [7.4539, -5.3741, -6.3776], [9.4698, -4.9330, -5.9419], [9.2908, -6.3769, -7.0231], [9.0241, -4.7932, -7.6353], [7.3609, -4.6671, -5.7348], [4.1779, -5.1961, -5.8607], [3.8539, -4.0966, -5.0457], [4.8819, -4.9201, -6.6457], [4.5968, -6.0828, -5.3849], [3.2597, -5.4529, -6.3889], [3.1467, -4.3581, -4.4515], [6.5824, -3.1163, -8.7693], [5.6498, -2.8088, -9.8379], [6.3471, -2.4791, -7.9169], [6.3910, -4.1772, -8.6081], [7.5968, -3.0578, -9.1641], [4.7431, -2.8481, -9.5251], [11.0489, -2.2453, -8.9161], [11.9971, -2.7534, -9.8755], [10.0541, -2.6459, -9.1113], [11.3391, -2.4526, -7.8861], [10.9281, -1.1695, -9.0430], [12.3313, -3.5739, -9.5058], [9.9365, -8.8611, -8.2692], [8.9704, -9.4745, -7.4153], [10.8623, -8.7346, -7.7080], [10.1476, -9.5151, -9.1153], [9.4854, -7.9210, -8.5869], [8.8997, -9.0086, -6.5789], [10.2882, -7.3340, -2.3072], [9.3512, -6.5795, -3.0144], [10.3100, -6.8989, -1.3081], [10.0076, -8.3650, -2.0917], [11.2699, -7.2938, -2.7792], [9.6256, -5.6704, -3.1552], [9.9448, -3.1637, -2.2736], [10.3360, -4.1610, -3.2388], [9.5070, -2.3047, -2.7821], [9.1408, -3.5502, -1.6473], [10.8342, -2.8540, -1.7249], [10.8623, -3.6377, -3.8477], [6.3502, -5.2595, -2.2442], [7.1677, -6.1903, -1.5268], [6.9649, -4.3628, -2.3231], [6.1939, -5.5514, -3.2827], [5.4076, -5.0317, -1.7465], [7.8537, -6.4937, -2.1260], [5.7582, -7.8162, -7.8017], [6.5212, -6.8208, -8.4661], [5.5690, -8.6406, -8.4892], [6.2740, -8.1169, -6.8897], [4.8146, -7.3927, -7.4577], [6.9168, -6.3228, -7.7470], [7.5267, -9.1110, -4.6585], [8.5243, -8.2050, -5.0808], [7.9388, -9.6406, -3.7996], [6.6545, -8.5189, -4.3813], [7.1514, -9.9011, -5.3088], [8.7811, -7.5883, -4.3914], [8.1425, -5.2557, -11.0041], [8.7391, -6.2288, -11.9119], [8.6642, -4.2998, -11.0505], [7.0956, -5.1794, -11.2980], [8.2239, -5.6752, -10.0013], [8.3481, -7.0669, -11.6543], [6.5506, -1.9257, -4.2701], [6.4971, -3.2185, -4.8741], [5.9535, -1.1782, -4.7924], [6.1789, -2.0440, -3.2523], [7.5833, -1.5769, -4.2623], [5.5589, -3.4028, -4.9592]]}

---

Record 2
{"formula": "C15H6N4S5Se5TeW", "method": "wB97M-V/def2-TZVPD", "total_charge": -2, "homo_energy_ev": -1.3, "e_above_lowest_kcal_mol": 32.8, "elements": ["W", "Se", "N", "C", "C", "C", "C", "C", "N", "C", "C", "N", "C", "C", "C", "C", "C", "N", "H", "H", "H", "H", "H", "H", "S", "C", "S", "C", "C", "S", "S", "S", "Se", "Se", "Te", "Se", "Se"], "coordinates": [[0.4937, -0.3130, -0.0805], [-5.3937, 0.1733, 5.2473], [-3.6225, -0.0685, 5.3623], [-3.1608, -0.0672, 4.1458], [-1.7520, -0.2481, 3.8182], [-0.7773, -0.4263, 4.7922], [0.5303, -0.5779, 4.3945], [0.8358, -0.5471, 3.0412], [-0.0955, -0.3885, 2.1018], [-1.3696, -0.2246, 2.4785], [-2.3535, -0.0319, 1.4120], [-1.8737, -0.0027, 0.1653], [-2.7195, 0.1649, -0.8350], [-4.0917, 0.3047, -0.6452], [-4.5941, 0.2888, 0.6321], [-3.7068, 0.1174, 1.6929], [-4.1384, 0.1108, 3.0842], [-5.3770, 0.2505, 3.4579], [-1.0648, -0.4356, 5.8353], [1.3290, -0.7111, 5.1103], [1.8478, -0.6492, 2.6840], [-2.2697, 0.2185, -1.8183], [-4.7333, 0.4447, -1.5040], [-5.6496, 0.4108, 0.8373], [2.3663, 7.2632, 1.2567], [1.7190, 5.7162, 1.2138], [2.6229, 4.3091, 0.8777], [1.3632, 3.1049, 1.0699], [0.1249, 3.5945, 1.3465], [-1.3799, 2.7657, 1.5347], [0.0685, 5.3483, 1.4663], [2.0075, 1.4690, 0.8950], [-0.7575, -2.7840, 0.2851], [1.6149, -3.6274, -2.7916], [-0.2513, -2.2521, -2.0866], [0.2202, 1.1356, -1.9111], [2.4829, -1.4357, -0.0086]]}

---

Record 3
{"formula": "C15H8Cl2IrNO7S2", "method": "wB97M-V/def2-TZVPD", "total_charge": 1, "homo_energy_ev": [-12.3, -12.4], "multiplicity": 2, "elements": ["Ir", "Cl", "C", "C", "C", "Cl", "C", "C", "C", "C", "N", "C", "C", "O", "H", "H", "H", "H", "O", "S", "O", "O", "C", "C", "C", "C", "C", "C", "S", "O", "O", "O", "H", "H", "H", "H"], "coordinates": [[1.1142, -1.3657, -0.6389], [-1.1020, 3.6382, 1.4407], [0.4121, 3.1572, 0.8067], [1.3516, 4.1711, 0.5270], [2.6136, 3.8515, 0.1415], [3.7561, 5.1113, -0.1177], [3.0079, 2.4947, -0.0286], [4.3256, 2.1191, -0.3552], [4.6471, 0.7972, -0.4725], [3.6337, -0.1465, -0.3203], [2.3670, 0.1671, -0.0588], [2.0359, 1.4846, 0.1524], [0.7337, 1.8412, 0.6052], [-1.3885, 0.9487, 0.4060], [1.0594, 5.2014, 0.6695], [5.0750, 2.8872, -0.4840], [5.6520, 0.4675, -0.6895], [3.8490, -1.2038, -0.4250], [-0.3490, -0.0969, -1.6095], [-1.6398, 0.1126, -0.9760], [-2.5697, 0.9085, -1.6797], [-0.0770, 0.7822, 0.9586], [-2.5019, -1.3347, -0.3592], [-3.8242, -0.9831, -0.0984], [-4.7104, -1.8793, 0.4828], [-4.2861, -3.1472, 0.8097], [-2.9774, -3.5230, 0.5345], [-2.0727, -2.6418, -0.0371], [-0.4885, -3.4096, -0.3229], [0.0586, -2.8227, -1.5895], [-0.6584, -4.8098, -0.2866], [0.4723, -2.8232, 0.6943], [-4.1730, 0.0049, -0.3569], [-5.7292, -1.5690, 0.6679], [-4.9625, -3.8586, 1.2624], [-2.6544, -4.5313, 0.7471]]}

---

Record 4
{"formula": "C15H8Cl2O2SeV", "method": "wB97M-V/def2-TZVPD", "total_charge": -1, "homo_energy_ev": [-3.5, -4.3], "multiplicity": 3, "e_above_lowest_kcal_mol": 0.6, "elements": ["V", "Cl", "C", "C", "C", "Cl", "C", "O", "C", "C", "O", "C", "H", "H", "H", "Se", "C", "C", "C", "C", "C", "C", "C", "C", "H", "H", "H", "H", "H"], "coordinates": [[0.9236, -0.6046, -1.9982], [6.4847, -1.1936, 2.6309], [5.0483, -1.3349, 1.6449], [4.2578, -2.4872, 1.7630], [3.1330, -2.6110, 0.9957], [2.1572, -4.0305, 1.1424], [2.7214, -1.6060, 0.0637], [1.6629, -1.7803, -0.6332], [3.5442, -0.4445, -0.0129], [3.2385, 0.6571, -0.8592], [2.2442, 0.7889, -1.6032], [4.7065, -0.3387, 0.7845], [4.5302, -3.2730, 2.4526], [3.9413, 1.5029, -0.8403], [5.3221, 0.5489, 0.7100], [1.1235, -1.3490, -4.0583], [-0.9186, 0.1253, -1.3161], [-2.0060, 0.5208, -0.9314], [-3.2820, 0.9926, -0.4907], [-3.9560, 0.3743, 0.5672], [-5.1914, 0.8401, 0.9887], [-5.7829, 1.9292, 0.3641], [-5.1245, 2.5509, -0.6890], [-3.8887, 2.0909, -1.1124], [-3.4948, -0.4757, 1.0517], [-5.6962, 0.3469, 1.8104], [-6.7491, 2.2901, 0.6940], [-5.5771, 3.4004, -1.1858], [-3.3721, 2.5696, -1.9333]]}

---

Record 5
{"formula": "C15H8Cl5F3N6O3STc", "method": "wB97M-V/def2-TZVPD", "total_charge": 2, "homo_energy_ev": [-15.5, -15.4], "multiplicity": 4, "e_above_lowest_kcal_mol": 17.1, "elements": ["Tc", "N", "C", "N", "C", "N", "N", "C", "N", "C", "C", "C", "C", "C", "N", "H", "H", "H", "H", "H", "H", "H", "H", "F", "C", "F", "F", "S", "O", "O", "O", "Cl", "C", "C", "C", "Cl", "C", "Cl", "C", "Cl", "C", "Cl"], "coordinates": [[0.1680, 0.7803, -0.5226], [1.5183, 0.7747, 2.4667], [0.4280, 0.0166, 2.4240], [0.0567, -0.6297, 3.5139], [-1.0610, -1.3507, 3.4414], [-1.4704, -2.0005, 4.5140], [-1.8379, -1.4725, 2.3171], [-1.3936, -0.8396, 1.2848], [-0.2599, -0.0860, 1.2369], [-2.1229, -0.9238, 0.0013], [-3.3255, -1.5772, -0.1447], [-3.9254, -1.5818, -1.3988], [-3.3013, -0.9365, -2.4550], [-2.0930, -0.3020, -2.2334], [-1.5130, -0.2988, -1.0271], [1.9647, 0.8720, 3.3658], [1.7072, 1.4651, 1.7526], [-0.9484, -1.9294, 5.3726], [-2.3261, -2.5296, 4.4865], [-3.7730, -2.0580, 0.7131], [-4.8738, -2.0805, -1.5464], [-3.7425, -0.9139, -3.4410], [-1.5719, 0.2257, -3.0219], [1.3553, 5.6046, 0.1586], [0.3208, 4.9700, 0.6686], [-0.7908, 5.6437, 0.4772], [0.5099, 4.7307, 1.9538], [0.1679, 3.3482, -0.2111], [-0.0397, 3.5636, -1.6115], [-0.9069, 2.5403, 0.4159], [1.4113, 2.5641, 0.0998], [0.8963, -2.8138, 0.0275], [1.8596, -1.9102, -1.0292], [1.5548, -0.5838, -1.3122], [2.3433, -0.0035, -2.2978], [1.8650, 1.5460, -2.8062], [3.4806, -0.6310, -2.9215], [4.3784, 0.2147, -4.0513], [3.8067, -1.9348, -2.5649], [5.1467, -2.7121, -3.2591], [2.9973, -2.5913, -1.6346], [3.3404, -4.1692, -1.2017]]}

---

Record 6
{"formula": "C15H8IN2OsS7", "method": "wB97M-V/def2-TZVPD", "total_charge": 1, "homo_energy_ev": [-10.5, -11.4], "multiplicity": 5, "e_above_lowest_kcal_mol": 0.0, "elements": ["Os", "S", "C", "S", "C", "C", "S", "S", "S", "S", "C", "N", "C", "C", "C", "C", "C", "C", "S", "H", "H", "H", "H", "I", "C", "C", "C", "C", "C", "N", "H", "H", "H", "H"], "coordinates": [[0.5162, -0.1450, -0.7508], [-2.2752, -4.6694, 4.2510], [-1.6624, -3.6466, 3.1404], [-1.8631, -3.8865, 1.4214], [-0.9631, -2.5147, 0.9020], [-0.4077, -1.7201, 1.9176], [0.5225, -0.3325, 1.6642], [-0.7195, -2.2392, 3.5459], [-0.8009, -2.2469, -0.7812], [0.2888, 0.3640, -3.0356], [-0.9978, 1.3039, -2.3469], [-1.1290, 1.0721, -1.0528], [-2.0648, 1.9075, -0.4540], [-2.4433, 1.9168, 0.8836], [-3.4077, 2.8226, 1.2776], [-3.9936, 3.6998, 0.3589], [-3.6259, 3.6914, -0.9735], [-2.6506, 2.7860, -1.3710], [-1.9868, 2.5457, -2.9747], [-1.9850, 1.2320, 1.5838], [-3.7196, 2.8535, 2.3124], [-4.7496, 4.3952, 0.6948], [-4.0836, 4.3664, -1.6826], [2.9696, 1.9984, -0.1613], [3.5232, 0.0207, -0.5400], [4.8551, -0.3487, -0.5476], [5.1683, -1.6731, -0.8033], [4.1433, -2.5757, -1.0452], [2.8404, -2.1259, -1.0267], [2.5286, -0.8422, -0.7762], [5.6214, 0.3870, -0.3555], [6.2011, -1.9922, -0.8135], [4.3460, -3.6165, -1.2494], [2.0046, -2.7876, -1.2118]]}

---

no.,DFT total energy (Ha)
1,-1735.8189
2,-15127.6517
3,-2978.5169
4,-4992.7707
5,-4209.6822
6,-3861.3900